158
Properties=species:S:1:pos:R:3:mulliken_charge:R:1 method="wB97M-V/def2-TZVPD" homo_lumo_gap_ev=9.32 total_charge=0 e_above_lowest_ev=11.485 homo_energy_ha=-0.330
C -4.33949 2.37710 -7.10440 -1.404
C -3.67166 3.62814 -7.30020 0.696
C -2.12413 3.63397 -7.35852 -0.698
O -1.57394 2.71355 -6.32958 -0.396
C -1.82998 2.94478 -4.91870 -0.745
N -4.08560 4.18699 -8.54311 -0.739
H -5.41974 2.51171 -7.04924 0.359
H -4.08886 1.83603 -6.19197 0.328
H -4.06708 1.57023 -7.78474 0.315
H -4.05680 4.32187 -6.55287 0.198
H -1.64860 4.59587 -7.16692 0.368
H -1.64366 3.25096 -8.25882 0.305
H -1.40956 3.88017 -4.54940 0.302
H -1.11111 2.39738 -4.30905 0.307
H -2.85655 2.88914 -4.55655 0.268
H -3.65728 3.68115 -9.30519 0.275
H -3.78634 5.15137 -8.52053 0.262
C -11.45623 -2.26195 -6.26546 -1.342
C -11.15575 -3.21003 -5.01282 0.566
C -11.12922 -2.45333 -3.62871 -0.733
O -10.16220 -1.38228 -3.50378 -0.340
C -8.91065 -1.84346 -3.28807 -0.700
N -12.10602 -4.30025 -5.09712 -0.708
H -10.79231 -1.40121 -6.34558 0.332
H -12.42212 -1.75909 -6.21783 0.331
H -11.42098 -2.79670 -7.21461 0.385
H -10.26635 -3.80114 -5.23114 0.121
H -11.03274 -3.10906 -2.76336 0.405
H -12.07033 -1.92907 -3.46264 0.315
H -8.55060 -2.66270 -3.91043 0.279
H -8.83853 -2.20908 -2.26376 0.289
H -8.18434 -1.03308 -3.35014 0.269
H -12.99463 -3.94760 -4.77138 0.266
H -12.29052 -4.53164 -6.06281 0.263
C -2.17800 -4.66529 -3.83463 -1.487
C -2.43595 -5.80099 -2.84362 0.622
C -2.50320 -7.15769 -3.63415 -0.729
O -3.59269 -7.35605 -4.49593 -0.336
C -4.87409 -7.42306 -3.88544 -0.667
N -1.36911 -5.77005 -1.89075 -0.733
H -1.15188 -4.61741 -4.19918 0.376
H -2.40192 -3.69639 -3.38833 0.380
H -2.80457 -4.89577 -4.69625 0.335
H -3.42422 -5.57646 -2.44235 0.190
H -2.53734 -7.92671 -2.86242 0.320
H -1.46262 -7.27091 -3.93826 0.424
H -4.96401 -6.80397 -2.99285 0.310
H -5.03324 -8.45596 -3.57575 0.267
H -5.59767 -7.17176 -4.66092 0.234
H -1.59060 -6.36910 -1.10833 0.224
H -1.32216 -4.83251 -1.51805 0.270
C 4.17710 -2.17428 3.93665 -1.442
C 3.18170 -1.35742 3.13971 0.288
C 1.72269 -1.72966 3.57695 -0.604
O 0.84116 -1.11851 2.66714 -0.310
C -0.37796 -0.60757 3.23492 -0.770
N 3.50113 0.00744 3.45962 -0.712
H 4.05468 -2.05829 5.01352 0.343
H 5.22618 -1.88801 3.86188 0.399
H 4.07219 -3.23575 3.71220 0.364
H 3.28613 -1.54995 2.07196 0.331
H 1.68734 -1.28488 4.57144 0.340
H 1.61587 -2.81366 3.53638 0.321
H -1.02222 -0.15321 2.48219 0.286
H -0.13559 0.31109 3.76917 0.321
H -1.04091 -1.27751 3.78244 0.296
H 2.72448 0.52620 3.07518 0.275
H 3.51630 0.09774 4.46546 0.273
C 5.61385 9.53373 -5.41730 -1.355
C 5.78076 8.53406 -4.25154 0.117
C 4.35377 8.32232 -3.60773 -0.486
O 4.22751 7.08367 -2.99283 -0.412
C 4.58968 7.05600 -1.60572 -0.692
N 6.23894 7.36335 -4.82086 -0.677
H 5.18319 10.48506 -5.10490 0.345
H 5.15389 9.10946 -6.30980 0.360
H 6.64233 9.81584 -5.64255 0.360
H 6.56187 8.90612 -3.58858 0.324
H 3.67386 8.21686 -4.45313 0.275
H 4.04569 9.05056 -2.85749 0.406
H 5.67859 7.00757 -1.61105 0.283
H 4.10606 6.24197 -1.06574 0.256
H 4.25749 7.92194 -1.03310 0.303
H 5.55408 7.19984 -5.54497 0.291
H 5.97767 6.64220 -4.16377 0.301
C -4.28639 11.55923 -1.84376 -1.589
C -4.50252 10.46958 -0.77408 0.598
C -3.66455 9.30534 -1.36488 -0.740
O -4.09344 8.04326 -0.79760 -0.370
C -5.43919 7.65844 -0.75687 -0.761
N -3.90065 10.99583 0.49997 -0.614
H -4.90311 12.45196 -1.73983 0.384
H -4.56418 11.15926 -2.81895 0.400
H -3.22786 11.80738 -1.92131 0.391
H -5.55849 10.20463 -0.82742 0.227
H -2.63437 9.61939 -1.19691 0.397
H -3.71939 9.23891 -2.45148 0.339
H -5.37496 6.60594 -0.48079 0.255
H -5.86662 7.71761 -1.75782 0.358
H -6.20998 8.09600 -0.12242 0.281
H -4.06497 11.97545 0.68275 0.225
H -4.23767 10.35286 1.20219 0.219
C -6.16761 -3.41803 9.17760 0.655
O -5.62995 -4.34635 9.77621 -0.657
N -5.68961 -2.18915 8.96037 -0.361
N -7.31235 -3.48034 8.65978 -0.372
H -4.78280 -1.87825 9.27840 0.198
H -6.34824 -1.58801 8.48609 0.146
H -7.83763 -2.64691 8.43715 0.173
H -7.74523 -4.39285 8.66635 0.217
C 1.86899 1.47761 10.86280 0.638
O 1.61173 2.68547 11.06811 -0.674
N 1.05138 0.50816 10.90002 -0.348
N 3.09599 1.09348 10.44605 -0.390
H 0.18340 0.66436 11.39227 0.244
H 1.48868 -0.39249 10.76700 0.175
H 3.85676 1.75656 10.48668 0.209
H 3.17058 0.11877 10.19214 0.146
C 8.68856 -1.12525 -2.11930 0.692
O 8.30803 -0.15178 -2.75433 -0.643
N 9.74067 -1.33009 -1.38841 -0.378
N 8.01461 -2.20347 -1.89468 -0.376
H 10.05428 -2.18222 -0.94611 0.138
H 10.44112 -0.63923 -1.15994 0.192
H 8.31223 -2.82036 -1.15240 0.168
H 7.20534 -2.34550 -2.48205 0.204
C 9.74864 3.30363 6.63750 0.671
O 9.32628 2.22118 7.07971 -0.654
N 10.92517 3.83381 6.78648 -0.365
N 9.22075 3.87765 5.58794 -0.428
H 11.55230 3.59008 7.53975 0.207
H 11.13041 4.63770 6.21051 0.161
H 8.71072 3.22227 5.01308 0.199
H 9.29539 4.86588 5.39322 0.209
C -5.46275 -8.51521 2.31115 0.652
O -4.49560 -8.52281 2.90429 -0.539
N -6.48557 -7.71323 2.49678 -0.422
N -5.89874 -9.52484 1.61154 -0.415
H -6.26896 -6.90249 3.05883 0.221
H -7.36507 -8.11842 2.20968 0.162
H -6.84445 -9.56145 1.25884 0.141
H -5.37217 -10.38460 1.55133 0.202
C 13.00152 -5.17822 1.80010 0.624
O 12.23848 -5.06264 2.71469 -0.588
N 14.30811 -4.84081 1.74787 -0.426
N 12.66046 -5.65465 0.56354 -0.419
H 14.82910 -5.39697 1.08502 0.180
H 14.74509 -4.41314 2.55175 0.224
H 13.45120 -5.70387 -0.06290 0.172
H 11.79821 -6.18059 0.56796 0.235
C 8.15136 -10.28206 6.01635 0.565
O 9.20512 -10.82130 5.81534 -0.630
N 7.01874 -10.82357 6.34984 -0.355
N 8.08316 -8.98370 5.94320 -0.410
H 6.29558 -10.11943 6.38645 0.188
H 6.76615 -11.77555 6.12618 0.238
H 7.26587 -8.40338 5.81919 0.182
H 8.86257 -8.43750 5.60512 0.222